An isolated ion of composition C5H10N3O3S and charge +1 at a distorted geometry, computed with ωB97M-V/def2-TZVPD.

**Net charge**: +1
**Energy above the lowest of the compared OMol25 structures with the same formula, charge and spin**: 105.89 kJ/mol
**Energy**: -26787.0623 eV

The geometry in XYZ format:
```
22
Properties=species:S:1:pos:R:3:nbo_charge:R:1
S 2.223 -0.532 0.291 2.360
O 2.217 -0.959 -1.078 -0.940
O 3.638 -0.008 0.639 -0.959
O 1.686 -1.419 1.268 -0.877
N 1.251 1.646 -1.155 -0.792
N -1.957 -0.453 -0.023 -0.274
N -0.043 0.476 0.422 -0.325
C -1.706 -0.754 1.276 -0.048
C -0.519 -0.223 1.563 0.009
C 1.257 1.045 0.191 -0.127
C -0.931 0.235 -0.517 0.286
C -3.082 -0.815 -0.862 -0.410
H -3.222 0.015 -1.628 0.234
H -0.161 -0.169 2.518 0.250
H 2.033 2.212 -1.147 0.391
H -3.980 -0.838 -0.244 0.242
H 1.526 1.886 0.848 0.263
H -2.850 -1.717 -1.369 0.235
H 1.232 0.906 -1.834 0.394
H -0.767 0.531 -1.521 0.252
H 4.570 -0.031 0.392 0.582
H -2.414 -1.033 1.968 0.252
```

=====

A 21-piece molecular cluster, C86H165F10N26O28S10 overall at a distorted geometry, computed with ωB97M-V/def2-TZVPD.

**Net charge**: +3
**Energy**: -323422.0693 eV

The geometry in XYZ format:
```
325
Properties=species:S:1:pos:R:3:lowdin_charge:R:1
S -7.726 -7.021 22.018 0.629
S -15.119 -0.828 17.514 0.468
S -9.591 -8.198 20.888 0.452
S -17.996 -5.681 22.014 0.570
S -23.598 1.263 16.523 0.445
S -21.743 -5.466 14.575 0.372
S -15.264 -2.040 15.558 0.572
S -23.688 -0.687 15.242 0.586
S -19.833 -5.920 23.558 0.440
S -20.217 -7.250 14.813 0.581
F -7.545 -5.452 21.788 -0.204
F -16.433 -2.879 14.808 -0.231
F -22.505 2.338 17.103 -0.240
F -15.926 -0.367 18.837 -0.190
F -20.920 -4.887 24.248 -0.248
F -22.617 -4.724 13.418 -0.181
F -19.985 -8.523 13.910 -0.185
F -9.900 -8.925 19.471 -0.208
F -22.816 -2.061 15.338 -0.227
F -17.016 -4.386 21.706 -0.235
O -14.376 -3.165 15.845 -0.306
O -8.543 -6.931 23.280 -0.321
O -12.542 -8.952 17.282 -0.096
O -9.266 -9.405 21.694 -0.308
O -10.947 -7.620 21.041 -0.316
O -20.612 -4.592 14.739 -0.319
O -22.648 -5.658 15.648 -0.261
O -23.553 -0.353 13.831 -0.259
O -13.974 -1.605 18.016 -0.286
O -12.975 -1.742 22.922 -0.104
O -19.353 -6.542 24.792 -0.279
O -17.049 -6.564 22.635 -0.276
O -18.825 -6.669 14.837 -0.336
O -24.982 -1.128 15.753 -0.257
O -20.682 -6.656 22.667 -0.277
O -19.296 -9.067 19.523 -0.080
O -18.509 -6.090 20.687 -0.294
O -20.716 -7.825 16.048 -0.281
O -11.902 -10.840 18.377 -0.049
O -24.458 1.209 17.724 -0.294
O -14.807 0.474 16.842 -0.281
O -14.469 -2.858 24.037 -0.077
O -9.288 -0.147 17.194 -0.068
O -24.057 2.067 15.378 -0.268
O -6.377 -7.572 22.175 -0.271
O -14.864 -1.022 14.563 -0.277
O -17.570 -10.424 20.072 -0.123
O -10.927 1.122 16.530 -0.035
N -14.187 -11.368 21.377 -0.199
N -22.670 0.137 16.273 -0.287
N -15.360 -5.915 17.880 -0.066
N -19.071 1.634 15.414 -0.228
N -16.245 -1.552 16.800 -0.269
N -12.595 -6.426 13.308 -0.047
N -10.110 -3.920 25.064 -0.033
N -10.205 -3.066 19.622 -0.179
N -8.485 -7.282 20.557 -0.297
N -6.571 -9.789 18.102 -0.047
N -11.237 -7.397 11.702 -0.086
N -24.818 -8.824 18.261 -0.062
N -19.054 -4.757 22.941 -0.281
N -23.013 -7.554 18.627 -0.077
N -15.202 -2.305 11.211 -0.101
N -21.398 -6.684 13.822 -0.246
N -16.478 -4.382 26.357 -0.082
N -14.729 -10.800 15.318 -0.072
N -7.454 -8.780 16.311 -0.092
N -20.988 -1.568 20.214 -0.031
N -16.901 -3.571 11.905 -0.030
N -17.575 -5.335 17.657 -0.038
N -7.843 -3.763 25.097 -0.109
N -16.820 -10.471 16.082 -0.031
N -22.969 -2.323 19.490 -0.041
N -18.095 -2.929 26.078 -0.044
C -23.707 -9.628 18.096 -0.004
C -13.531 -10.831 14.402 0.043
C -13.984 -5.880 18.016 -0.224
C -12.136 -6.385 11.981 0.051
C -19.237 -11.041 15.832 -0.033
C -15.464 -5.399 26.015 0.020
C -19.151 -2.088 25.517 -0.144
C -18.717 -4.497 17.380 0.005
C -24.198 -2.404 18.640 0.035
C -6.454 -4.097 25.224 0.002
C -17.813 -3.003 27.413 0.006
C -18.481 -1.153 24.486 -0.040
C -14.123 -2.284 22.986 -0.743
C -12.920 -12.034 21.949 0.055
C -11.967 -7.538 13.810 -0.019
C -19.292 -3.523 11.623 -0.039
C -11.764 -9.924 17.541 -0.762
C -15.814 -14.234 19.166 -0.063
C -19.487 -0.514 16.405 -0.208
C -16.299 -2.309 12.013 0.041
C -15.030 -3.516 10.621 -0.012
C -19.396 3.863 14.256 -0.237
C -10.602 -0.761 15.317 -0.059
C -19.314 0.887 16.756 -0.102
C -8.866 -3.467 18.990 -0.092
C -15.266 -11.116 22.506 -0.050
C -16.770 -3.938 27.633 0.030
C -14.974 -6.252 13.915 -0.004
C -18.576 -1.651 20.577 -0.051
C -17.252 -3.781 25.414 0.015
C -16.070 -4.307 11.113 -0.024
C -17.425 -6.725 17.877 -0.004
C -8.813 0.224 21.363 -0.089
C -11.476 -4.321 25.227 -0.155
C -18.618 -9.715 20.360 -0.696
C -14.370 -1.169 10.900 0.031
C -10.507 -4.121 17.410 -0.152
C -9.170 -4.590 18.048 -0.141
C -8.975 -1.260 21.058 -0.224
C -13.555 -5.531 13.913 -0.130
C -6.291 -10.070 19.493 -0.142
C -16.098 -7.100 17.940 0.019
C -8.916 -4.630 25.312 0.059
C -13.650 -6.541 19.318 -0.041
C -13.866 -9.970 20.916 -0.126
C -18.141 -4.070 12.449 -0.186
C -26.919 -9.502 17.124 -0.045
C -11.184 -8.139 12.855 -0.023
C -22.611 -8.847 18.263 0.013
C -16.251 -4.825 17.893 0.094
C -11.199 -3.115 18.321 -0.025
C -8.275 -7.887 15.501 0.007
C -26.149 -9.435 18.504 -0.133
C -19.792 0.758 14.394 -0.047
C -19.792 -0.789 20.297 -0.152
C -19.739 5.298 14.403 -0.106
C -10.140 -1.630 20.130 -0.115
C -14.729 -12.157 20.158 -0.154
C -22.629 -3.024 20.606 -0.018
C -7.224 -8.675 17.655 0.014
C -18.168 -9.997 16.240 -0.172
C -15.086 -2.182 21.782 -0.030
C -15.969 -10.260 15.034 0.015
C -19.629 3.048 15.546 -0.091
C -10.650 -10.081 16.496 -0.032
C -19.592 -0.683 14.926 -0.122
C -11.859 -5.568 24.408 -0.034
C -9.697 -2.684 24.574 0.016
C -19.073 -9.607 21.812 -0.022
C -16.092 -11.228 17.044 0.043
C -22.190 -6.515 18.949 -0.029
C -10.679 -4.026 20.737 0.052
C -10.661 -7.788 10.462 0.002
C -14.787 -9.781 23.179 -0.113
C -5.016 -10.933 19.700 -0.034
C -15.369 -13.477 20.428 -0.226
C -21.405 -2.578 21.003 -0.023
C -10.194 0.148 16.424 -0.872
C -6.201 -10.501 17.030 -0.002
C -14.818 -11.440 16.520 -0.010
C -14.324 -8.938 21.967 -0.123
C -17.567 1.627 15.215 0.031
C -6.624 -9.809 15.899 0.008
C -24.400 -7.576 18.685 0.067
C -21.978 -1.374 19.270 0.066
C -8.298 -2.601 24.598 -0.019
H -25.019 -6.798 19.108 0.161
H -26.821 -10.475 16.644 0.072
H -17.267 -3.995 24.356 0.122
H -19.598 5.915 13.516 0.089
H -16.076 -1.913 22.150 0.040
H -6.595 -9.989 14.834 0.132
H -9.044 -7.478 16.157 0.096
H -12.618 -6.196 19.377 0.063
H -18.778 -11.999 15.586 0.076
H -9.336 -5.616 18.376 0.087
H -16.229 -15.179 19.517 0.081
H -14.640 -13.998 21.048 0.106
H -12.224 -7.843 14.814 0.114
H -7.299 -10.337 19.809 0.129
H -10.713 -0.226 14.374 0.069
H -11.199 -4.943 17.230 0.085
H -12.539 -11.419 22.764 0.100
H -17.959 -0.291 24.902 0.092
H -15.621 -8.054 18.114 0.132
H -5.556 -11.362 17.128 0.138
H -18.320 -7.300 17.692 0.107
H -21.598 -9.211 18.171 0.120
H -13.295 -12.921 22.459 0.098
H -20.295 -1.402 14.505 0.118
H -12.808 -6.062 24.617 0.062
H -16.266 -11.035 22.079 0.106
H -19.636 -5.000 17.681 0.101
H -20.836 1.027 14.554 0.122
H -18.472 -2.430 28.049 0.130
H -14.759 -1.431 21.062 0.055
H -12.217 -3.278 18.677 0.102
H -15.215 -5.302 24.959 0.082
H -9.655 -7.394 10.313 0.113
H -15.652 -5.414 14.076 0.057
H -6.140 -4.905 24.563 0.107
H -7.574 -7.141 15.127 0.110
H -11.241 -2.185 17.755 0.109
H -13.058 -5.161 14.809 0.119
H -15.244 -12.055 23.058 0.123
H -10.849 -9.353 15.709 0.022
H -16.311 -4.316 28.534 0.132
H -19.616 -0.227 19.380 0.111
H -20.046 -10.807 15.140 0.070
H -25.046 -2.887 19.125 0.105
H -13.427 -4.677 13.248 0.118
H -16.760 -1.456 12.490 0.159
H -15.178 -6.946 14.731 0.068
H -14.991 -0.347 10.545 0.117
H -19.058 5.749 15.125 0.083
H -17.801 -1.740 23.869 0.051
H -18.595 -3.534 17.878 0.074
H -15.251 -8.491 21.608 0.101
H -23.150 -3.883 21.002 0.141
H -25.978 -10.403 18.975 0.125
H -13.554 -6.464 17.202 0.115
H -18.228 -9.669 17.278 0.100
H -18.294 -9.046 15.723 0.082
H -13.878 -12.223 19.479 0.117
H -14.156 -3.739 10.026 0.129
H -14.999 -14.527 18.504 0.078
H -20.892 -3.083 21.808 0.122
H -12.813 -9.913 20.637 0.109
H -18.393 -2.409 19.815 0.069
H -12.674 -5.814 11.238 0.149
H -12.841 -10.032 14.675 0.052
H -7.678 -7.970 18.336 0.130
H -17.613 -1.147 20.660 0.070
H -7.664 -1.763 24.349 0.139
H -17.064 2.310 15.901 0.124
H -7.994 -1.502 20.647 0.110
H -15.070 -3.026 21.093 0.054
H -16.388 -5.310 10.868 0.137
H -20.287 1.233 17.107 0.111
H -21.764 -6.542 19.952 0.112
H -19.284 -2.434 11.584 0.086
H -20.339 -0.915 16.953 0.089
H -9.889 -1.574 15.184 0.045
H -6.261 -4.157 26.295 0.111
H -13.121 -11.820 14.610 0.105
H -15.583 -9.366 23.798 0.117
H -24.050 -2.911 17.686 0.086
H -8.132 0.566 22.143 0.077
H -18.487 1.044 17.448 0.142
H -13.711 -1.500 10.097 0.103
H -18.392 -8.957 22.361 0.057
H -17.188 0.624 15.411 0.073
H -19.198 -0.772 23.759 0.065
H -8.523 -2.528 18.556 0.141
H -20.043 -9.115 21.890 0.056
H -18.663 -4.241 16.322 0.077
H -10.831 -4.974 20.221 0.073
H -20.018 3.459 13.458 0.117
H -15.519 -11.543 19.725 0.080
H -20.717 5.492 14.842 0.090
H -13.500 -8.241 22.124 0.105
H -10.386 -3.794 16.377 0.102
H -21.922 -0.741 18.397 0.121
H -19.977 -0.039 21.066 0.139
H -16.547 -13.656 18.603 0.062
H -10.447 -2.010 24.187 0.128
H -19.629 -1.510 26.308 0.122
H -27.975 -9.403 17.377 0.075
H -18.694 -2.205 21.508 0.050
H -20.253 -3.961 11.894 0.080
H -11.202 -7.305 9.648 0.107
H -11.507 -4.433 26.311 0.134
H -14.224 -6.292 20.210 0.101
H -8.711 -5.624 25.681 0.155
H -13.893 -10.827 13.374 0.097
H -18.327 -3.776 13.483 0.105
H -5.762 -3.266 25.086 0.106
H -8.791 -8.446 14.720 0.076
H -26.701 -8.793 19.191 0.119
H -12.138 -12.062 21.191 0.113
H -8.385 -4.693 17.298 0.114
H -9.777 0.627 21.675 0.079
H -13.627 -7.630 19.274 0.057
H -19.779 -11.374 16.717 0.074
H -14.558 -5.201 26.588 0.094
H -10.666 -8.866 10.297 0.116
H -17.317 1.896 14.189 0.103
H -23.815 -10.689 17.921 0.143
H -16.223 -9.791 14.095 0.156
H -13.763 -0.904 11.766 0.110
H -4.786 -11.108 20.752 0.088
H -19.426 1.044 13.408 0.137
H -18.663 -1.087 14.522 0.088
H -8.218 -3.734 19.825 0.119
H -12.055 -5.410 23.347 0.072
H -8.684 0.765 20.426 0.087
H -12.075 -3.470 24.903 0.105
H -21.420 -6.588 18.182 0.086
H -18.114 -5.159 12.456 0.126
H -4.146 -10.461 19.244 0.092
H -18.369 3.823 13.894 0.108
H -5.182 -11.953 19.354 0.076
H -16.188 -13.222 21.101 0.113
H -9.207 -1.674 22.039 0.071
H -14.344 -9.740 19.963 0.111
H -10.714 -11.078 16.060 0.077
H -26.584 -8.738 16.423 0.079
H -24.476 -1.389 18.357 0.077
H -11.105 -6.350 24.491 0.067
H -16.026 -3.769 17.864 0.114
H -19.322 -3.958 10.623 0.086
H -6.231 -9.142 20.061 0.106
H -13.969 -11.925 16.979 0.126
H -20.051 -2.613 25.197 0.113
H -10.615 -9.057 12.862 0.139
H -10.070 -1.001 19.243 0.107
H -11.096 -1.332 20.562 0.139
H -16.596 -11.568 17.937 0.099
H -9.899 -4.103 21.495 0.087
H -15.931 -6.328 26.342 0.106
H -19.237 -10.567 22.301 0.075
H -19.287 3.511 16.472 0.149
H -11.553 -3.637 21.259 0.096
H -13.752 -4.822 17.894 0.111
H -11.525 -1.292 15.553 0.047
H -22.763 -5.596 18.825 0.095
H -18.653 -1.115 16.768 0.086
H -15.167 -6.697 12.939 0.073
H -9.709 -9.957 17.031 0.057
H -13.938 -10.141 23.760 0.097
H -20.688 2.848 15.704 0.111
```

=====

One molecule with the formula C4H11NO2 at a distorted geometry, computed with ωB97M-V/def2-TZVPD.

**Energy above the lowest of the compared OMol25 structures with the same formula, charge and spin**: 660.41 kJ/mol
**Energy**: -9905.3972 eV

The geometry in XYZ format:
```
18
Properties=species:S:1:pos:R:3:nbo_charge:R:1
O 3.650 0.316 0.296 -0.704
O -2.758 1.105 0.260 -0.726
N -0.034 -0.081 -0.419 -0.644
C -1.241 -0.846 0.397 -0.218
C 2.472 0.762 -0.261 -0.039
C -2.498 -0.142 -0.400 -0.065
C 1.281 -0.298 0.268 -0.248
H 2.228 0.635 -1.250 0.171
H -0.323 0.980 0.005 0.329
H 1.165 -0.278 1.525 0.151
H 2.181 1.524 0.187 0.161
H -0.996 -1.921 -0.255 0.210
H -3.477 1.419 -0.001 0.445
H 3.943 -0.592 -0.083 0.474
H -1.164 -0.663 1.370 0.192
H -3.389 -0.773 -0.144 0.154
H 1.436 -1.309 -0.148 0.173
H -2.476 0.161 -1.347 0.184
```

=====

| no. | E_LUMO (eV) | HOMO energy (eV) | Kohn-Sham gap (hartree) |
| --- | --- | --- | --- |
| 1 | -3.182 | -14.071 | 0.4001 |
| 2 | -6.138 | -10.168 | 0.1481 |
| 3 | 0.932 | -9.366 | 0.3784 |